The following is a DFT calculation (ωB97M-V/def2-TZVPD) of a molecular structure, C8H10N4O in a non-equilibrium geometry.

The geometry in XYZ format:
```
23
Properties=species:S:1:pos:R:3:forces:R:3:lowdin_charge:R:1
C 1.92722 -2.35714 -0.88656 1.2547 -0.4196 -1.0777 -0.01
C 2.33473 -1.06516 -1.20144 1.3306 0.2981 0.1957 0.01
C 0.81345 -2.69649 -0.17471 -0.8383 3.0181 0.3606 0.07
C 1.69627 0.06228 -0.65800 -0.1866 2.2851 -1.0335 0.03
C 0.17965 -1.59410 0.34465 1.0344 1.5917 -0.1782 -0.10
C 0.66722 -0.22696 0.18560 0.5344 -3.0888 -0.4015 -0.12
C -1.01732 -1.42076 1.05172 -1.3872 0.5587 0.6824 0.06
C -1.29351 1.76857 -0.10476 1.5450 -2.3866 0.9895 -0.17
N -1.21783 -0.20029 1.42036 -0.8843 -0.1373 2.4113 0.07
N -0.85409 2.52166 -1.03792 -0.2227 3.2160 -0.5993 0.26
N -2.47430 1.60246 0.27506 -2.6651 -2.1715 2.3556 0.24
N -0.18416 0.56922 0.97886 -3.4280 1.5992 -5.2670 -0.17
O 0.25336 1.55930 1.71318 0.7950 2.0642 0.2251 0.17
H 2.44487 -3.20644 -1.25278 0.9337 -0.3151 -0.6515 0.13
H 3.28246 -0.87654 -1.75937 -1.0993 -0.4524 0.1732 0.15
H 0.38616 -3.63257 -0.06324 -0.2988 -1.9001 0.1368 0.13
H 1.87172 1.15432 -1.05227 0.2642 -2.3591 1.1432 0.17
H -1.88151 -2.02709 1.24916 0.1846 -0.9440 0.0293 0.17
H -1.51041 3.36387 -1.15013 1.2730 -1.2816 -0.3200 0.21
H 0.11410 2.78930 -1.22380 -0.1771 -0.6019 0.0857 0.16
H -3.27563 1.84924 -0.29760 -0.0374 0.3825 -0.0756 0.18
H -2.71496 0.89362 1.11151 1.1810 1.6410 -1.9175 0.22
H 0.45250 1.16969 2.53247 0.8945 -0.5964 2.7334 0.14
```
Forces are in eV/Å.

Summary:
Orbital gap ... 7.15 eV
Energy relative to the best compared isomer or geometry (same formula, charge and spin) ... 353.2 kJ/mol
Largest force on an atom ... 6.48 eV/A
Total charge ... +2